162
Properties=species:S:1:pos:R:3:forces:R:3 method="wB97M-V/def2-TZVPD" charge=0 total_energy_ha=-2759.51396 smiles=COC[C@H](C)N.COC[C@H](C)N.COC[C@H](C)N.COC[C@H](C)N.COC[C@H](C)N.COC[C@H](C)N.COCCNCCOC.CC(C)O.CC(C)O.CC(C)O max_force_ev_per_a=2.7
C -5.1844 -8.2659 -6.6452 -0.2 0.4 -0.9
O -4.9915 -7.1301 -5.8550 -0.6 0.3 0.6
C -3.7386 -7.1292 -5.2333 0.3 0.2 -0.3
C -3.4220 -5.7562 -4.6438 0.9 -0.4 -1.3
C -2.8288 -4.8782 -5.7518 -0.4 0.8 0.1
N -2.3414 -5.9666 -3.6652 -1.1 0.0 0.3
H -4.6584 -8.0998 -7.5853 0.2 -0.3 -0.3
H -6.2445 -8.3139 -6.8942 0.0 -0.2 0.2
H -4.8302 -9.2013 -6.2118 -0.1 0.0 0.3
H -3.7086 -7.9235 -4.4874 0.1 -0.1 0.3
H -2.9850 -7.3263 -5.9958 0.4 -0.3 0.0
H -4.3576 -5.3703 -4.2389 0.0 0.4 0.1
H -2.6617 -3.8628 -5.3924 0.0 0.1 0.2
H -3.4610 -4.7558 -6.6312 -0.2 -0.3 0.0
H -1.8496 -5.2404 -6.0651 -0.1 -0.3 0.1
H -2.8369 -6.4397 -2.9231 0.4 -0.5 0.6
H -2.1207 -5.0788 -3.2371 0.3 0.4 -0.1
C 6.7945 8.3411 -0.8658 0.6 0.7 0.8
O 5.9006 7.5731 -0.0987 -0.5 -0.2 -0.2
C 5.9182 7.8088 1.3016 1.0 -0.3 0.5
C 4.7386 7.0877 1.9434 -0.2 -1.1 0.1
C 5.0223 5.5617 1.9089 0.2 -0.5 -0.5
N 3.5179 7.4825 1.2277 0.4 -0.6 0.3
H 6.7283 8.1540 -1.9376 -0.2 -0.5 0.3
H 7.8109 8.2122 -0.4939 0.3 -0.5 -0.3
H 6.6544 9.4116 -0.7153 -0.5 0.3 0.0
H 6.8193 7.3840 1.7438 0.5 -0.1 -0.1
H 5.9729 8.8712 1.5392 -0.4 0.3 -0.2
H 4.6462 7.2621 3.0154 0.2 0.7 0.0
H 5.0610 5.1093 0.9180 0.0 0.5 -0.4
H 4.3560 4.8821 2.4402 -0.4 0.6 0.3
H 6.0102 5.3732 2.3293 0.1 0.1 0.1
H 3.3375 8.4533 1.4401 -0.2 0.2 0.1
H 3.9337 7.5029 0.3074 -0.9 0.1 -0.9
C -6.6465 0.5204 -9.1378 -0.1 -0.8 0.0
O -5.3350 1.0634 -9.0039 -0.7 0.1 -0.1
C -5.0879 1.4351 -7.6539 0.2 -0.5 0.0
C -3.8346 2.3033 -7.5285 1.9 -0.7 -0.9
C -2.5298 1.5667 -7.8392 -0.6 -0.8 -1.0
N -3.6934 2.7907 -6.1779 -2.1 0.5 0.3
H -6.7340 -0.0793 -10.0438 0.4 0.2 -0.2
H -7.4953 1.2043 -9.1327 0.4 0.8 -0.1
H -6.9106 -0.1650 -8.3324 0.4 -0.2 0.4
H -5.9691 1.9634 -7.2899 0.0 0.3 0.3
H -4.9767 0.5199 -7.0725 0.0 -0.1 0.3
H -3.9940 3.0929 -8.2629 0.2 0.3 -0.2
H -2.7391 0.9642 -8.7231 0.4 -0.3 -0.1
H -2.2502 0.9148 -7.0116 -0.2 -0.1 0.0
H -1.6562 2.1721 -8.0812 -0.3 0.4 0.1
H -4.5175 3.3717 -6.2360 -0.3 0.7 1.6
H -2.9294 3.4287 -6.0063 0.3 -0.1 -0.5
C 1.4381 5.7870 -4.7371 -0.6 -1.0 -0.4
O 0.7793 6.6425 -5.6631 0.8 0.6 0.1
C 1.6703 7.0085 -6.7193 -0.4 -0.1 -0.7
C 1.0752 8.0999 -7.6047 -1.2 2.0 -1.0
C -0.2883 7.9287 -8.2925 -0.1 -1.6 1.4
N 1.8880 8.5214 -8.7466 1.6 -0.7 0.1
H 2.3618 6.1460 -4.2832 0.0 0.5 -0.2
H 1.6402 4.8477 -5.2517 0.5 -0.2 -0.1
H 0.7623 5.4732 -3.9415 -0.2 0.6 0.0
H 2.6254 7.3732 -6.3414 0.1 0.2 0.4
H 1.9459 6.1420 -7.3204 -0.2 -0.4 -0.2
H 1.0178 9.0232 -7.0281 -0.5 -0.2 1.0
H -0.6689 8.8267 -8.7792 0.2 0.1 0.3
H -0.9659 7.5685 -7.5184 -0.5 0.2 -0.2
H -0.2084 7.1487 -9.0497 0.0 0.0 -0.1
H 1.3746 9.2523 -9.2181 0.0 0.0 -0.1
H 2.7064 8.9757 -8.3672 0.5 0.1 -0.3
C -7.7769 -3.7576 -0.8098 0.6 0.9 -1.3
O -7.3256 -2.5263 -1.4221 0.1 -0.1 0.7
C -7.1049 -1.5052 -0.4492 0.5 0.2 -0.6
C -6.4606 -0.2255 -1.0892 -1.3 0.1 -0.8
C -7.5059 0.5289 -1.9891 0.0 0.3 0.6
N -5.2629 -0.5406 -1.8597 0.0 -0.8 0.0
H -8.8234 -3.6793 -0.5151 0.0 0.0 0.2
H -7.1351 -4.0480 0.0221 0.0 0.1 0.1
H -7.6520 -4.4670 -1.6278 -0.3 -0.3 0.3
H -8.0654 -1.3069 0.0263 -0.1 0.5 0.1
H -6.4409 -1.8860 0.3268 0.3 -0.1 0.1
H -6.1005 0.4098 -0.2800 -0.5 0.1 0.2
H -7.8712 -0.0710 -2.8226 0.1 -0.3 0.1
H -7.1332 1.4602 -2.4154 0.7 -0.1 -0.1
H -8.3699 0.9241 -1.4549 -0.2 -0.5 0.4
H -5.4806 -1.3381 -2.4398 0.1 -0.3 -0.1
H -5.0637 0.2007 -2.5162 0.0 0.3 0.1
C 0.1718 -11.1311 2.3573 1.2 -1.1 0.2
O -0.6512 -10.6914 3.3925 -1.3 0.7 -0.5
C -1.7690 -9.8971 2.9535 0.4 -0.1 -0.5
C -1.3349 -8.4175 2.7295 -2.2 -0.5 1.6
C -1.1813 -7.8011 4.1157 1.3 -0.2 0.4
N -2.4070 -7.6671 2.0219 0.9 -0.5 -0.6
H -0.2929 -11.7239 1.5694 -0.7 0.1 0.0
H 0.8498 -11.8187 2.8630 0.2 -0.1 -0.1
H 0.8173 -10.4027 1.8666 -0.2 0.6 0.1
H -2.2653 -10.3098 2.0751 0.6 -0.1 -0.7
H -2.5728 -10.0492 3.6738 0.3 0.6 0.6
H -0.3835 -8.4227 2.1975 -0.2 0.2 -0.3
H -0.3800 -8.3327 4.6290 0.3 0.1 0.2
H -2.0313 -7.9104 4.7892 -0.4 0.0 -0.4
H -0.9188 -6.7445 4.0628 0.1 0.0 0.0
H -2.0373 -6.7355 1.8979 -0.1 0.3 -0.3
H -3.1935 -7.5487 2.6444 -0.1 -0.1 0.2
C 6.1340 -2.1087 9.8965 -1.0 -0.7 0.3
O 5.0863 -1.3551 9.3017 2.2 1.5 -0.3
C 5.6900 -0.2499 8.5514 -2.2 0.5 0.3
C 4.4653 0.5602 7.9995 0.8 -1.0 0.2
N 3.9061 1.6370 8.8392 0.7 -0.8 0.5
C 3.3363 1.0956 10.0905 -0.9 0.2 -0.4
C 2.7392 2.1826 10.9723 0.9 0.0 0.6
O 1.5693 2.8177 10.4994 -0.2 0.5 -1.1
C 0.3466 2.0938 10.4619 0.6 -0.9 1.0
H 5.5838 -2.7894 10.5462 0.4 -0.4 -0.1
H 6.8404 -1.5695 10.5277 -0.1 0.6 0.0
H 6.7159 -2.6322 9.1379 0.0 -0.2 -0.1
H 6.3067 -0.6089 7.7274 -0.2 -0.4 -0.2
H 6.3400 0.4032 9.1335 0.0 -0.2 0.6
H 3.7406 -0.2461 7.8854 -0.4 -0.1 -0.4
H 4.8144 0.8537 7.0095 -0.6 0.8 0.0
H 3.1288 2.0694 8.3607 0.1 0.2 -0.3
H 4.0232 0.4349 10.6194 0.3 0.5 0.0
H 2.4778 0.4490 9.9086 -0.1 -0.6 -0.5
H 3.4910 2.9566 11.1265 -0.2 0.4 -0.4
H 2.6229 1.7871 11.9814 -0.6 -0.4 0.2
H 0.4199 1.1216 9.9744 0.3 -0.1 -0.2
H -0.4910 2.5964 9.9783 0.6 0.6 0.0
H 0.0915 1.8911 11.5021 -0.5 -0.1 0.2
C 1.4566 -1.2785 1.4056 0.0 0.8 0.2
C 0.3608 -0.7492 0.4468 0.0 0.8 2.1
C 0.9795 -0.2672 -0.8255 0.4 -1.6 -0.9
O -0.6596 -1.7274 0.3545 0.3 -0.4 -0.9
H 2.0766 -2.0796 1.0031 -0.3 -0.1 -0.4
H 1.1449 -1.5976 2.4001 -0.7 -0.1 -0.2
H 2.1463 -0.4664 1.6353 0.1 0.2 -0.2
H -0.1653 0.1216 0.8380 0.3 0.3 0.9
H 1.3600 -1.2136 -1.2097 0.4 0.1 -0.8
H 1.8258 0.4040 -0.6794 -0.2 0.1 0.2
H 0.2807 0.1430 -1.5545 -0.1 0.1 0.2
H -1.2760 -1.3667 -0.2870 -0.4 -0.3 -0.1
C 7.7387 -4.9319 2.7922 -0.1 0.7 -0.1
C 8.8199 -4.4619 1.8420 -1.7 -1.0 -1.9
C 8.4382 -3.3047 0.9367 -0.6 1.4 0.9
O 9.9311 -4.1948 2.5740 1.9 0.6 1.3
H 7.4510 -4.1182 3.4579 0.0 0.2 0.0
H 8.1173 -5.7290 3.4320 -0.2 -0.2 -0.3
H 6.8585 -5.1856 2.2014 0.0 -0.4 0.2
H 8.9906 -5.2730 1.1341 0.3 -0.6 0.0
H 7.6498 -3.4508 0.1983 0.2 -0.5 0.0
H 9.3043 -2.8308 0.4749 0.2 -0.4 -0.3
H 8.0561 -2.5120 1.5798 -0.2 0.3 0.2
H 10.5436 -3.6698 2.0536 0.1 0.0 0.0
C -3.3407 3.7401 4.2515 0.8 0.3 -0.9
C -2.5229 4.6332 3.2829 -0.8 0.7 -1.4
C -3.2624 5.8918 2.7952 -0.3 -0.4 0.0
O -1.3118 5.0547 3.8033 1.4 -0.4 1.8
H -4.1182 3.2715 3.6481 -0.4 0.3 0.1
H -3.7451 4.2839 5.1052 0.0 -0.1 -0.1
H -2.7344 2.8880 4.5586 0.2 0.2 0.3
H -2.3075 4.0438 2.3916 -0.1 -0.5 -0.2
H -2.8007 6.4656 1.9916 0.7 -0.5 -0.2
H -3.2793 6.6116 3.6136 -0.8 -0.1 0.2
H -4.2164 5.5966 2.3582 -0.4 0.3 0.5
H -0.8730 5.7372 3.2901 -0.4 -0.1 -0.3